Arrangement w

Below is 2 unconnected molecules or ions with the total composition C4H10N2O2, with properties calculated with the ωB97M-V functional and the def2-TZVPD basis.

Each atom is followed by the atoms it is bonded to, with distances in Å.
CARTESIAN COORDINATES (ANGSTROEM)
1 C -1.07 0.10 2.80  C2 1.531, H7 1.118, H8 1.106, H9 1.042
2 C -0.49 -0.08 1.40  C1 1.531, O3 1.271, N4 1.326
3 O 0.37 0.65 0.83  C2 1.271
4 N -0.71 -1.26 0.82  C2 1.326, H5 0.940, H6 0.996
5 H -0.52 -1.36 -0.09  N4 0.940
6 H -1.34 -1.93 1.19  N4 0.996
7 H -1.64 -0.78 3.19  C1 1.118
8 H -1.77 0.93 3.00  C1 1.106
9 H -0.17 0.24 3.30  C1 1.042
10 C 0.14 1.04 -2.41  C11 1.484, H16 1.059, H17 1.052, H18 1.104
11 C 0.79 -0.20 -1.93  C10 1.484, O12 1.234, N13 1.388
12 O 0.24 -1.30 -2.08  C11 1.234
13 N 1.81 -0.16 -0.99  C11 1.388, H14 0.938, H15 1.035
14 H 2.32 -0.87 -0.68  N13 0.938
15 H 2.20 0.69 -0.54  N13 1.035
16 H 0.53 1.22 -3.38  C10 1.059
17 H 0.28 1.96 -1.91  C10 1.052
18 H -0.96 1.12 -2.52  C10 1.104

Properties
E_LUMO (spin up / spin down)	-3.247 / -8.421	eV
expectation value of S²	0.76
2S+1	2
total charge	+1

Just the natural (NBO) charges please, in e? Sure, here they are:
1 C -0.6953
2 C 0.6860
3 O -0.3881
4 N -0.7123
5 H 0.4135
6 H 0.4214
7 H 0.2586
8 H 0.2833
9 H 0.2587
10 C -0.7509
11 C 0.6594
12 O -0.5116
13 N -0.5612
14 H 0.4095
15 H 0.4311
16 H 0.2701
17 H 0.2515
18 H 0.2762

---

Arrangement x

Below is 2 unconnected molecules or ions with the total composition C4H10N2O2, with properties calculated with the ωB97M-V functional and the def2-TZVPD basis.

Each atom is followed by the atoms it is bonded to, with distances in Å.
CARTESIAN COORDINATES (ANGSTROEM)
1 C -0.68 0.98 2.72  C2 1.483, H7 1.073, H8 1.070, H9 1.121
2 C 0.03 -0.06 1.92  C1 1.483, O3 1.261, N4 1.434
3 O 1.21 0.00 1.49  C2 1.261
4 N -0.58 -1.29 1.52  C2 1.434, H5 1.020, H6 0.987
5 H -0.13 -2.16 1.23  N4 1.020
6 H -1.56 -1.29 1.64  N4 0.987
7 H -1.42 0.52 3.33  C1 1.073
8 H -1.27 1.60 2.07  C1 1.070
9 H 0.16 1.43 3.32  C1 1.121
10 C -0.02 0.93 -1.61  C11 1.533, H16 1.127, H17 1.166, H18 1.074
11 C 0.16 -0.23 -2.59  C10 1.533, O12 1.235, N13 1.422
12 O -0.75 -0.87 -3.12  C11 1.235
13 N 1.42 -0.89 -2.61  C11 1.422, H14 1.079, H15 0.964
14 H 1.27 -1.91 -2.90  N13 1.079
15 H 2.19 -0.43 -2.26  N13 0.964
16 H -0.25 1.91 -2.12  C10 1.127
17 H 1.01 1.16 -1.11  C10 1.166
18 H -0.77 0.59 -0.92  C10 1.074

Properties
E_LUMO (spin up / spin down)	-4.642 / -9.557	eV
expectation value of S²	0.76
2S+1	2
total charge	+1

Just the natural (NBO) charges please, in e? Sure, here they are:
1 C -0.7118
2 C 0.6742
3 O -0.1336
4 N -0.7134
5 H 0.4562
6 H 0.4208
7 H 0.2781
8 H 0.2958
9 H 0.2931
10 C -0.7183
11 C 0.6573
12 O -0.5560
13 N -0.7886
14 H 0.4409
15 H 0.3965
16 H 0.2688
17 H 0.2137
18 H 0.2265

---

Energy ordering: arrangement w at the bottom, the next structure 0.934 eV above.

---

Arrangement w

Below is 2 unconnected molecules or ions with the total composition C8H11NOP, with properties calculated with the ωB97M-V functional and the def2-TZVPD basis.

Each atom is followed by the atoms it is bonded to, with distances in Å.
CARTESIAN COORDINATES (ANGSTROEM)
1 C -0.69 -0.44 1.72  C3 1.407, C5 1.440, H12 1.102
2 C -1.07 -0.61 -0.69  C4 1.384, C5 1.414, H13 1.049
3 C 0.62 0.02 1.46  C1 1.407, N9 1.360, H14 1.123
4 C 0.14 0.04 -0.85  C2 1.384, N9 1.316, H15 1.086
5 C -1.52 -0.87 0.63  C1 1.440, C2 1.414, C7 1.529
6 C 2.88 1.94 -2.59  P11 1.687, H16 1.165, H17 1.076
7 C -2.96 -1.31 0.90  C5 1.529, O10 1.407, H18 1.059, H19 1.082
8 C 2.15 0.99 -0.16  N9 1.440, P11 1.852, H20 1.038
9 N 0.90 0.36 0.17  C3 1.360, C4 1.316, C8 1.440
10 O -3.11 -1.68 2.25  C7 1.407, H22 0.990
11 P 1.86 2.39 -1.33  C6 1.687, C8 1.852
12 H -1.00 -0.82 2.71  C1 1.102
13 H -1.58 -1.06 -1.49  C2 1.049
14 H 1.55 0.04 2.08  C3 1.123
15 H 0.52 0.32 -1.83  C4 1.086
16 H 3.01 2.81 -3.36  C6 1.165
17 H 3.44 1.02 -2.62  C6 1.076
18 H -3.51 -0.42 0.75  C7 1.059
19 H -3.46 -2.10 0.36  C7 1.082
20 H 2.77 1.11 0.67  C8 1.038
21 H 3.13 -0.02 -1.14  no bonds
22 H -4.09 -1.71 2.37  O10 0.990

Properties
E_LUMO	-4.711	eV
total charge	+1

Just the natural (NBO) charges please, in e? Sure, here they are:
1 C -0.2267
2 C -0.2128
3 C 0.0917
4 C 0.0909
5 C 0.1031
6 C -0.7607
7 C -0.1126
8 C -0.4437
9 N -0.3346
10 O -0.7066
11 P 0.6802
12 H 0.2874
13 H 0.2509
14 H 0.2562
15 H 0.2529
16 H 0.2613
17 H 0.2203
18 H 0.2032
19 H 0.2167
20 H 0.2294
21 H 0.1631
22 H 0.4905

---

Arrangement x

Below is a gas-phase ion, C8H11NOP (charge +1), with properties calculated with the ωB97M-V functional and the def2-TZVPD basis.

Each atom is followed by the atoms it is bonded to, with distances in Å.
CARTESIAN COORDINATES (ANGSTROEM)
1 C -1.84 1.38 -0.10  C2 1.499, H12 1.206, H13 1.133, H14 1.138
2 C -0.53 0.93 -0.69  C1 1.499, N3 1.528, P4 1.996, C6 1.548
3 N -0.74 0.56 -2.15  C2 1.528, H15 1.055, H16 1.059, H17 1.031
4 P 0.27 2.76 -0.71  C2 1.996, O5 1.436
5 O 1.05 2.97 0.47  P4 1.436
6 C 0.19 -0.24 0.02  C2 1.548, C7 1.463, C11 1.391
7 C -0.33 -0.59 1.34  C6 1.463, C8 1.440, H18 1.055
8 C 0.42 -1.53 2.13  C7 1.440, C9 1.377, H19 1.067
9 C 1.51 -2.14 1.54  C8 1.377, C10 1.404, H20 1.085
10 C 1.99 -1.78 0.27  C9 1.404, C11 1.354, H21 1.064
11 C 1.36 -0.82 -0.45  C6 1.391, C10 1.354, H22 1.052
12 H -2.29 2.19 -0.87  C1 1.206
13 H -1.72 1.72 0.97  C1 1.133
14 H -2.66 0.61 0.07  C1 1.138
15 H -0.90 1.44 -2.71  N3 1.055
16 H -1.53 -0.12 -2.32  N3 1.059
17 H 0.03 0.00 -2.57  N3 1.031
18 H -1.10 -0.15 1.92  C7 1.055
19 H 0.24 -1.66 3.17  C8 1.067
20 H 2.05 -2.90 2.09  C9 1.085
21 H 2.92 -2.19 -0.04  C10 1.064
22 H 1.60 -0.43 -1.40  C11 1.052

Properties
E_LUMO	-4.808	eV
structure (SMILES)	C[C@@]([NH3+])(P=O)c1ccccc1
total charge	+1

Just the natural (NBO) charges please, in e? Sure, here they are:
1 C -0.7144
2 C -0.2374
3 N -0.7102
4 P 1.3629
5 O -0.9103
6 C -0.0916
7 C -0.1885
8 C -0.1792
9 C -0.1704
10 C -0.1847
11 C -0.2126
12 H 0.2299
13 H 0.2880
14 H 0.2717
15 H 0.4399
16 H 0.4497
17 H 0.4511
18 H 0.2214
19 H 0.2343
20 H 0.2323
21 H 0.2360
22 H 0.1820

---

Energy ordering: arrangement x at the bottom, the next structure 3.060 eV above.